{
  "formula": "C32H37BrFeN3O5S",
  "method": "ωB97M-V/def2-TZVPD",
  "species": ["Br", "Fe", "S", "O", "O", "O", "O", "O", "N", "N", "N", "C", "C", "C", "C", "C", "C", "C", "C", "C", "C", "C", "C", "C", "C", "C", "C", "C", "C", "C", "C", "C", "C", "C", "C", "C", "C", "C", "C", "C", "C", "C", "C", "H", "H", "H", "H", "H", "H", "H", "H", "H", "H", "H", "H", "H", "H", "H", "H", "H", "H", "H", "H", "H", "H", "H", "H", "H", "H", "H", "H", "H", "H", "H", "H", "H", "H", "H", "H", "H"],
  "coordinates": [[-2.513, 1.994, -0.060], [-0.185, -0.012, -0.015], [0.826, 0.782, 2.986], [0.231, 1.686, -1.139], [0.536, -3.829, 0.084], [-0.349, -1.894, -0.645], [-0.617, 0.922, 2.962], [1.400, 0.009, 4.059], [1.981, -0.439, -0.929], [1.313, 0.361, 1.538], [-1.954, -0.801, 1.456], [2.976, 4.916, -2.363], [-0.256, 8.155, -1.139], [3.709, 0.410, 2.151], [2.242, 5.061, 3.503], [0.378, 5.330, -1.265], [1.439, 2.439, 3.186], [0.793, 4.005, -1.420], [5.054, 0.218, 1.758], [-1.731, 4.695, -0.391], [2.982, 2.990, -0.799], [-1.877, -2.205, 1.903], [1.155, 3.368, 2.190], [2.201, 3.672, -1.933], [-1.664, -3.235, 0.785], [-0.091, 2.949, -1.047], [2.672, 0.183, 1.273], [5.385, -0.186, 0.501], [-2.620, 7.427, -1.329], [-1.337, 3.385, -0.553], [-0.366, -3.003, 0.025], [2.124, 2.804, 4.338], [1.557, 4.682, 2.352], [2.130, 2.734, -3.156], [-1.294, 7.183, -0.586], [3.007, -0.244, -0.063], [4.352, -0.423, -0.441], [-0.866, 5.718, -0.756], [3.550, -1.020, -2.626], [2.528, 4.127, 4.491], [-1.500, 7.494, 0.908], [4.595, -0.824, -1.774], [2.240, -0.818, -2.152], [1.582, 1.826, -2.914], [3.970, 2.666, -1.150], [3.069, 4.427, 5.381], [6.420, -0.333, 0.210], [0.689, 8.089, -0.591], [-0.628, 9.179, -1.045], [-2.711, 4.900, 0.028], [1.383, -0.979, -2.799], [-2.909, 8.481, -1.263], [3.167, 5.592, -1.523], [3.144, 2.460, -3.471], [1.332, 5.407, 1.577], [2.325, 2.052, 5.092], [5.618, -0.969, -2.103], [3.943, 4.603, -2.766], [-2.778, -2.482, 2.447], [3.488, 0.714, 3.166], [-1.044, -2.263, 2.608], [1.629, 3.235, -3.992], [-2.169, 6.766, 1.373], [-2.523, 7.157, -2.384], [5.839, 0.393, 2.485], [-2.496, -3.194, 0.074], [3.119, 3.676, 0.042], [2.448, 5.471, -3.146], [-1.854, -0.191, 2.260], [-0.053, 7.964, -2.198], [1.076, 6.108, -1.549], [-2.844, -0.619, 1.010], [2.440, 2.116, -0.445], [0.628, 3.053, 1.297], [3.709, -1.323, -3.652], [-1.933, 8.493, 1.042], [2.558, 6.091, 3.628], [-3.430, 6.828, -0.905], [-0.546, 7.458, 1.443], [-1.628, -4.226, 1.233]],
  "lowdin_charge": [0.863, 0.794, 0.588, -0.222, 0.022, -0.163, -0.343, -0.312, 0.086, -0.161, -0.051, -0.078, -0.075, -0.022, -0.089, 0.006, -0.268, -0.088, -0.080, -0.099, -0.024, -0.234, -0.041, -0.519, -0.119, -0.432, -0.245, -0.064, -0.057, -0.574, -0.657, -0.066, -0.068, -0.038, -0.559, -0.164, -0.165, -0.190, -0.051, -0.086, -0.050, -0.023, -0.117, 0.059, 0.093, 0.097, 0.101, 0.083, 0.081, 0.100, 0.120, 0.077, 0.082, 0.081, 0.096, 0.109, 0.110, 0.082, 0.100, 0.085, 0.123, 0.086, 0.079, 0.089, 0.099, 0.112, 0.085, 0.084, 0.023, 0.087, 0.081, 0.047, 0.056, 0.097, 0.098, 0.080, 0.096, 0.075, 0.079, 0.106],
  "multiplicity": 5,
  "energy_ha": -6018.18355,
  "gap_ev": [7.41, 7.40],
  "charge": -1
}

***

{
  "formula": "C32H37BrILiN2O2S2Sb",
  "method": "ωB97M-V/def2-TZVPD",
  "species": ["I", "Sb", "Br", "S", "S", "O", "O", "N", "N", "C", "C", "C", "C", "C", "C", "C", "C", "C", "C", "C", "C", "C", "C", "C", "C", "C", "C", "C", "C", "C", "C", "C", "C", "C", "C", "C", "C", "C", "C", "C", "C", "Li", "H", "H", "H", "H", "H", "H", "H", "H", "H", "H", "H", "H", "H", "H", "H", "H", "H", "H", "H", "H", "H", "H", "H", "H", "H", "H", "H", "H", "H", "H", "H", "H", "H", "H", "H", "H", "H"],
  "coordinates": [[0.614, -2.772, 0.709], [0.537, 0.410, 3.503], [0.914, -6.299, 0.739], [-2.478, -0.593, 0.349], [3.086, -0.466, -0.312], [-1.514, 0.541, 0.655], [2.143, 0.437, 0.453], [-0.956, 3.434, 0.544], [0.261, 2.866, 0.491], [4.417, 1.884, -0.870], [1.833, 1.631, 4.693], [1.311, 0.123, -2.333], [-6.587, 1.231, -0.356], [1.093, -1.410, 4.501], [2.387, -1.786, -4.058], [5.551, 2.608, -1.206], [6.848, 0.573, -1.258], [0.433, 5.096, 0.806], [5.719, -0.159, -0.913], [-4.349, 1.426, 0.550], [-5.614, 1.947, 0.346], [0.666, -5.389, -0.894], [-4.046, 0.175, 0.037], [1.302, -1.012, -4.458], [-2.901, -1.310, 1.937], [0.521, -4.006, -0.972], [1.111, 3.872, 0.653], [0.765, -0.062, -3.599], [6.762, 1.953, -1.403], [-6.254, -0.024, -0.862], [0.284, -4.156, -3.360], [0.325, -3.392, -2.202], [4.517, 0.510, -0.733], [2.393, -0.653, -1.953], [-7.966, 1.807, -0.545], [-0.900, 4.767, 0.730], [0.624, -6.149, -2.056], [2.935, -1.613, -2.797], [-1.192, 0.730, 4.740], [0.435, -5.534, -3.286], [-4.983, -0.556, -0.675], [0.352, 0.788, 0.710], [2.175, 3.685, 0.673], [1.709, 1.348, 5.738], [-6.996, -0.592, -1.412], [-1.745, 1.616, 4.421], [0.874, -1.151, -5.443], [0.136, -3.668, -4.318], [0.860, 6.076, 0.951], [2.872, 1.475, 4.396], [-0.076, 0.544, -3.913], [1.587, 2.687, 4.568], [-3.558, -2.159, 1.744], [2.112, -1.691, 4.224], [-3.405, -0.555, 2.541], [3.460, 2.367, -0.720], [2.802, -2.531, -4.726], [3.773, -2.224, -2.473], [1.046, -1.239, 5.577], [-8.576, 1.177, -1.190], [0.207, -2.315, -2.256], [-1.856, -0.138, 4.694], [7.647, 2.522, -1.664], [5.491, 3.684, -1.317], [-3.600, 1.981, 1.108], [-5.861, 2.925, 0.745], [-4.726, -1.530, -1.085], [0.741, -7.224, -1.989], [0.404, -6.138, -4.186], [-0.860, 0.865, 5.772], [-1.764, 2.837, 0.459], [-8.478, 1.900, 0.416], [0.911, 0.872, -1.662], [-1.984, -1.653, 2.415], [5.777, -1.235, -0.778], [7.795, 0.068, -1.401], [-7.918, 2.804, -0.985], [0.423, -2.232, 4.237], [-1.793, 5.373, 0.790]],
  "lowdin_charge": [1.057, 1.267, 0.741, 0.910, 0.961, -0.688, -0.695, -0.018, -0.036, -0.062, -0.327, -0.075, -0.254, -0.338, -0.079, -0.058, -0.063, -0.057, -0.081, -0.071, -0.024, -0.741, -0.413, -0.079, -0.225, -0.696, -0.145, -0.060, -0.062, -0.023, -0.079, -0.162, -0.377, -0.391, -0.038, -0.086, -0.127, -0.076, -0.329, -0.065, -0.072, 0.396, 0.101, 0.007, 0.119, 0.000, 0.114, 0.106, 0.101, 0.006, 0.115, 0.003, 0.072, 0.006, 0.068, 0.095, 0.119, 0.122, 0.010, 0.079, 0.077, -0.006, 0.112, 0.112, 0.100, 0.123, 0.117, 0.104, 0.113, 0.008, 0.109, 0.090, 0.095, 0.018, 0.113, 0.112, 0.087, -0.010, 0.122],
  "energy_ha": -5417.26341,
  "gap_ev": 8.96,
  "relative_energy_ev": 0.0000,
  "charge": 1
}